The following is a DFT calculation (ωB97M-V/def2-TZVPD) of a cluster of 9 separate species, C50H113N11O9 in total in a non-equilibrium geometry.

As for the LUMO energy: 0.260 eV. Its SMILES is CC1(C)CCCC(C)(C)N1O.CC1(C)CCCC(C)(C)N1O.CC1(C)CCCC(C)(C)N1O.CC1(C)CCCC(C)(C)N1O.CC1(C)CCCC(C)(C)N1O.NC(N)=O.NC(N)=O.NC(N)=O.CCO. For the electronic energy, the calculation gives -3252.136708 hartree. As for the relative energy (zero: lowest compared OMol25 entry of this formula, charge and spin): 86.4 kcal/mol. For the strongest force on any atom, the calculation gives 0.097 Eh/bohr. As for the HOMO energy: -7.747 eV. As for the HOMO-LUMO gap: 8.01 eV.

Last column: Mulliken charge in e.
Positions of all 183 atoms, in Å:
1 C -2.81 -3.12 -0.13  -0.451
2 C -3.18 -3.43 1.38  2.127
3 C -4.31 -2.45 1.81  -2.067
4 C -3.80 -4.89 1.59  -1.474
5 C -2.67 -6.03 1.66  -0.531
6 C -1.72 -5.54 2.71  -1.576
7 C -1.01 -4.19 2.44  2.022
8 C -0.12 -4.04 3.80  -1.959
9 C -0.06 -4.28 1.16  -1.274
10 N -2.06 -3.12 2.29  -0.127
11 O -1.59 -1.82 2.31  -0.218
12 H -2.31 -3.93 -0.65  -0.312
13 H -3.72 -2.89 -0.69  0.817
14 H -2.11 -2.29 -0.15  -0.935
15 H -5.27 -2.58 1.31  0.443
16 H -4.62 -2.59 2.84  0.524
17 H -3.98 -1.42 1.90  0.218
18 H -4.51 -4.93 2.41  0.354
19 H -4.46 -5.02 0.73  0.495
20 H -3.13 -6.99 1.85  0.458
21 H -2.24 -6.15 0.66  0.162
22 H -1.05 -6.34 3.06  0.465
23 H -2.40 -5.43 3.56  0.448
24 H 0.10 -3.02 4.13  0.220
25 H 0.73 -4.70 3.66  0.472
26 H -0.65 -4.35 4.70  0.448
27 H -0.31 -4.92 0.31  0.145
28 H 0.92 -4.69 1.42  0.660
29 H 0.12 -3.29 0.74  -0.114
30 H -1.26 -1.65 1.42  -0.190
31 C 5.94 -1.57 -2.36  -2.049
32 C 4.56 -1.86 -1.61  1.618
33 C 3.52 -0.93 -2.26  -1.254
34 C 4.25 -3.39 -1.83  -1.268
35 C 3.49 -4.02 -0.60  0.365
36 C 3.99 -3.51 0.74  -1.570
37 C 3.97 -2.03 0.93  1.822
38 C 2.57 -1.46 0.94  1.381
39 C 4.75 -1.78 2.30  -2.402
40 N 4.78 -1.52 -0.17  0.225
41 O 5.17 -0.24 -0.02  -0.710
42 H 6.04 -2.06 -3.33  0.434
43 H 6.00 -0.50 -2.57  0.366
44 H 6.76 -1.97 -1.78  0.479
45 H 3.95 0.07 -2.36  0.145
46 H 3.41 -1.30 -3.28  0.592
47 H 2.66 -0.96 -1.60  0.064
48 H 3.71 -3.57 -2.76  0.399
49 H 5.14 -4.00 -2.00  0.405
50 H 2.44 -3.73 -0.69  -0.662
51 H 3.45 -5.11 -0.58  0.614
52 H 4.95 -3.99 0.92  0.355
53 H 3.47 -4.08 1.51  0.587
54 H 1.94 -1.99 0.22  -1.164
55 H 2.49 -0.38 0.83  -1.085
56 H 2.06 -1.61 1.89  0.512
57 H 4.93 -0.71 2.43  0.445
58 H 5.71 -2.24 2.51  0.363
59 H 4.20 -2.16 3.16  0.449
60 H 6.12 -0.29 0.13  0.419
61 C -0.58 5.78 1.35  -1.370
62 C -1.48 6.04 0.13  1.351
63 C -1.47 7.58 -0.25  -1.801
64 C -0.83 5.25 -1.08  -0.278
65 C -1.87 5.07 -2.27  -0.977
66 C -3.13 4.47 -1.77  -1.151
67 C -3.90 5.30 -0.61  1.882
68 C -4.49 6.54 -1.33  -1.893
69 C -5.08 4.44 0.10  -1.976
70 N -2.88 5.52 0.44  1.133
71 O -3.40 6.14 1.61  -0.721
72 H -0.56 4.70 1.52  -0.172
73 H 0.47 6.07 1.22  0.472
74 H -0.97 6.20 2.27  0.474
75 H -1.92 8.22 0.50  0.346
76 H -0.43 7.91 -0.32  0.504
77 H -1.78 7.81 -1.27  0.326
78 H 0.08 5.82 -1.29  0.796
79 H -0.43 4.27 -0.81  -0.747
80 H -1.99 6.03 -2.77  0.535
81 H -1.45 4.53 -3.11  0.514
82 H -2.91 3.44 -1.51  -0.091
83 H -3.80 4.42 -2.63  0.503
84 H -3.72 7.09 -1.87  0.341
85 H -4.90 7.25 -0.61  0.413
86 H -5.25 6.29 -2.07  0.433
87 H -5.96 4.56 -0.54  0.498
88 H -5.43 4.97 0.99  0.498
89 H -4.87 3.39 0.29  0.231
90 H -3.65 5.38 2.14  0.288
91 C 2.92 -0.23 5.72  -1.913
92 C 2.85 1.21 5.00  1.795
93 C 4.30 1.83 4.97  -1.670
94 C 2.28 1.00 3.53  0.355
95 C 1.77 2.31 2.89  -0.289
96 C 0.65 2.83 3.72  -0.057
97 C 1.11 3.13 5.21  1.808
98 C 1.91 4.43 5.32  -1.786
99 C -0.26 3.28 5.98  -2.024
100 N 1.82 1.95 5.81  0.355
101 O 2.24 2.20 7.08  -0.547
102 H 3.66 -0.95 5.39  0.284
103 H 3.33 -0.13 6.72  0.526
104 H 1.95 -0.73 5.73  0.363
105 H 4.30 2.90 4.78  0.271
106 H 4.83 1.83 5.93  0.419
107 H 4.88 1.19 4.30  0.298
108 H 3.08 0.63 2.89  -0.694
109 H 1.54 0.21 3.48  -0.157
110 H 2.65 2.95 2.86  0.685
111 H 1.48 2.12 1.85  -0.532
112 H -0.10 2.04 3.69  -0.197
113 H 0.13 3.67 3.27  -0.062
114 H 2.90 4.49 4.86  0.318
115 H 2.03 4.76 6.35  0.382
116 H 1.36 5.23 4.82  0.424
117 H -0.77 2.31 6.06  0.432
118 H -0.94 4.00 5.52  0.372
119 H -0.10 3.51 7.03  0.450
120 H 1.67 1.62 7.59  0.387
121 C -0.89 -1.99 -3.09  -2.358
122 C -0.54 -3.26 -3.82  2.847
123 C 0.92 -3.55 -3.55  -1.172
124 C -1.40 -4.47 -3.26  -0.416
125 C -1.48 -5.67 -4.18  -1.293
126 C -1.99 -5.30 -5.61  -1.354
127 C -1.09 -4.22 -6.28  1.643
128 C 0.20 -4.86 -6.75  -1.711
129 C -1.82 -3.74 -7.52  -1.936
130 N -0.87 -3.05 -5.27  0.138
131 O -0.33 -1.88 -5.85  -0.436
132 H -1.91 -1.73 -3.38  0.822
133 H -0.89 -2.08 -2.00  -0.454
134 H -0.27 -1.11 -3.31  0.723
135 H 1.30 -3.11 -2.62  -0.437
136 H 1.13 -4.62 -3.46  0.306
137 H 1.49 -3.31 -4.45  0.364
138 H -0.87 -4.95 -2.43  -0.333
139 H -2.38 -4.25 -2.83  0.669
140 H -0.52 -6.16 -4.36  0.266
141 H -2.04 -6.49 -3.74  0.579
142 H -2.96 -4.87 -5.37  0.405
143 H -2.15 -6.16 -6.25  0.539
144 H 1.06 -4.21 -6.91  0.338
145 H 0.06 -5.38 -7.70  0.464
146 H 0.64 -5.47 -5.95  0.332
147 H -1.21 -3.44 -8.37  0.386
148 H -2.46 -2.91 -7.24  0.373
149 H -2.49 -4.45 -8.00  0.399
150 H 0.52 -2.25 -6.12  0.388
151 N -2.88 2.62 -4.77  -0.558
152 C -2.17 1.64 -4.26  0.827
153 N -2.40 0.59 -5.00  -0.339
154 O -1.43 1.77 -3.34  -0.875
155 H -3.75 2.28 -5.15  0.249
156 H -2.93 3.49 -4.26  0.062
157 H -3.08 0.58 -5.74  0.169
158 H -1.64 -0.08 -5.01  0.171
159 N -3.09 1.29 3.28  -0.069
160 C -3.14 2.46 2.75  0.485
161 N -2.42 2.68 1.63  0.628
162 O -3.91 3.34 3.16  -0.815
163 H -2.38 0.61 3.05  -0.036
164 H -3.66 1.12 4.11  0.239
165 H -1.67 2.11 1.28  -0.266
166 H -2.52 3.61 1.24  -0.502
167 N -1.75 0.37 -0.88  0.313
168 C -0.63 0.61 -0.28  -0.496
169 N 0.13 1.42 -0.96  1.040
170 O -0.35 0.22 0.84  0.736
171 H -1.93 0.88 -1.74  -0.109
172 H -2.38 -0.31 -0.49  0.087
173 H -0.13 1.65 -1.91  0.392
174 H 1.09 1.63 -0.72  -0.737
175 C 2.59 4.13 -0.67  -0.812
176 C 3.61 3.00 -0.62  -0.631
177 O 3.06 1.71 -0.26  -0.046
178 H 1.86 4.08 0.14  -0.174
179 H 2.08 4.26 -1.63  0.398
180 H 3.07 5.07 -0.41  0.467
181 H 4.20 3.06 0.30  0.409
182 H 4.21 2.91 -1.53  0.292
183 H 3.74 1.03 -0.24  -0.059

=====

The following is a DFT calculation (ωB97M-V/def2-TZVPD) of a cluster of 2 separate species, H4NO2PS in total in a non-equilibrium geometry.

As for the LUMO energy: -0.069 eV. Its SMILES is O=S1#[PH]O1.N. For the electronic energy, the calculation gives -947.117404 hartree. As for the relative energy (zero: lowest compared OMol25 entry of this formula, charge and spin): 94.7 kcal/mol. For the strongest force on any atom, the calculation gives 0.052 Eh/bohr. As for the HOMO energy: -9.285 eV. As for the HOMO-LUMO gap: 9.22 eV.

Last column: natural (NBO) charge in e.
Positions of all 9 atoms, in Å:
1 O -1.94 0.95 -0.37  -0.901
2 S -0.54 1.26 -0.35  1.315
3 P 0.34 1.04 1.60  0.592
4 O -0.15 2.45 0.82  -0.932
5 H 1.70 0.96 1.20  -0.093
6 N 0.04 -1.43 -0.75  -1.084
7 H 0.94 -1.33 -0.34  0.356
8 H 0.10 -1.91 -1.71  0.378
9 H -0.48 -1.99 -0.11  0.368

=====

The following is a DFT calculation (ωB97M-V/def2-TZVPD) of a structure of composition C10H27InNO2P2S in a non-equilibrium geometry.

As for the LUMO energy: 2.658 eV. For the electronic energy, the calculation gives -1873.394112 hartree. For the strongest force on any atom, the calculation gives 0.146 Eh/bohr. As for the HOMO energy: -4.510 eV. As for the HOMO-LUMO gap: 7.17 eV. The net charge is -1.

Last column: Mulliken charge in e.
Positions of all 44 atoms, in Å:
1 C 2.41 0.68 -2.49  -0.607
2 C 1.99 2.29 -2.36  -0.623
3 In -0.20 2.66 -2.80  0.476
4 C -0.31 4.29 -4.38  -0.601
5 C -0.18 5.74 -3.56  0.034
6 O 0.92 5.92 -2.82  -0.525
7 P -1.49 0.64 -3.64  0.202
8 O -1.30 -0.56 -2.62  -0.594
9 P -1.31 3.53 -0.70  -0.082
10 S -1.08 2.32 0.81  -0.436
11 H 3.56 0.54 -2.22  0.282
12 H 1.75 -0.01 -1.79  0.067
13 H 2.18 0.33 -3.61  0.184
14 H 2.20 2.65 -1.27  0.226
15 H 2.70 2.87 -3.09  0.247
16 H -1.39 4.24 -4.84  0.208
17 H 0.48 4.19 -5.25  0.239
18 H -1.09 6.47 -3.65  0.227
19 H -2.91 1.00 -3.68  0.002
20 H -1.08 0.23 -4.96  0.004
21 H -0.68 4.82 -0.37  0.064
22 H -2.72 3.72 -0.96  0.028
23 C -1.04 -1.57 4.81  -1.449
24 C -0.81 -1.59 3.30  -0.167
25 N 0.49 -2.12 2.89  0.099
26 C 0.77 -1.91 1.46  -0.696
27 C -0.12 -2.64 0.45  -0.873
28 C 0.84 -3.44 3.40  -0.681
29 C -0.08 -4.60 3.05  -0.957
30 H -0.27 -0.98 5.32  0.319
31 H -2.01 -1.13 5.03  0.432
32 H -1.04 -2.58 5.24  0.305
33 H -0.90 -0.55 2.95  0.329
34 H -1.63 -2.14 2.83  0.227
35 H 1.82 -2.17 1.26  0.273
36 H 0.71 -0.84 1.26  0.409
37 H 0.14 -3.69 0.37  0.219
38 H 0.02 -2.20 -0.54  0.355
39 H -1.18 -2.55 0.70  0.239
40 H 0.92 -3.39 4.49  0.384
41 H 1.86 -3.70 3.08  0.317
42 H -1.14 -4.33 3.12  0.240
43 H 0.09 -5.44 3.73  0.373
44 H 0.11 -4.98 2.04  0.282

=====

> LUMO of number 3 (C10H27InNO2P2S)?

2.658 eV